No. 1
Formula: C24H26EuN4S2Si
Source: the Open Molecules 2025 dataset
Level of theory: the ωB97M-V functional and the def2-TZVPD basis

## Properties
* total charge: +1
* molecular weight: 614.68 g/mol
* ⟨S²⟩: 12.02
* spin multiplicity: 7
* lowest unoccupied orbital energy (spin up / spin down): -2.57 / -2.87 eV
* total energy: -80135.6254 eV
* HOMO level (spin up / spin down): -7.04 / -8.78 eV

Each line ends with the Löwdin charge.
Positions of all 58 atoms, in Å:
1 C -1.7302 1.0267 0.5092  -0.238
2 C -2.1842 -0.3260 0.4896  -0.247
3 C -1.4583 -1.0478 1.4897  -0.245
4 H -2.9879 -0.7194 -0.1353  0.092
5 C -0.5571 -0.1367 2.1255  -0.253
6 C -0.7301 1.1451 1.5183  -0.228
7 H -0.2335 2.0670 1.8211  0.102
8 H -2.1256 1.8491 -0.0881  0.097
9 H -1.5928 -2.0992 1.7494  0.092
10 H 0.0911 -0.3518 2.9742  0.089
11 Eu 0.3510 -0.4237 -0.3633  1.490
12 C 1.9098 -3.1805 -1.1884  -0.285
13 H 1.6258 -3.8140 -0.2029  0.007
14 H 2.5853 -2.4174 -0.7935  0.057
15 H 0.8970 -2.7721 -1.4111  0.029
16 Si 2.2625 -5.0549 -0.9662  0.613
17 C 1.1810 -5.9076 -2.1964  -0.297
18 C -0.1945 -6.0926 -1.9574  -0.091
19 H -0.6437 -5.7503 -1.0203  0.108
20 C -0.9867 -6.7296 -2.9210  -0.074
21 H -2.0578 -6.8654 -2.7344  0.110
22 C -0.4069 -7.1810 -4.1149  -0.068
23 H -1.0301 -7.6686 -4.8747  0.112
24 C 0.9694 -7.0149 -4.3419  -0.069
25 H 1.4239 -7.3766 -5.2684  0.111
26 C 1.7633 -6.3763 -3.3836  -0.094
27 H 2.8382 -6.2405 -3.5412  0.105
28 C 2.2951 -5.9772 0.6349  -0.304
29 C 1.8373 -7.3082 0.6798  -0.095
30 H 1.5895 -7.8287 -0.2532  0.104
31 C 1.6730 -7.9500 1.9124  -0.074
32 H 1.2821 -8.9695 1.9385  0.108
33 C 2.0126 -7.2847 3.1022  -0.078
34 H 1.8569 -7.7829 4.0635  0.108
35 C 2.5648 -5.9990 3.0505  -0.087
36 H 2.8659 -5.4997 3.9785  0.106
37 C 2.7336 -5.3519 1.8212  -0.119
38 H 3.2050 -4.3644 1.7739  0.092
39 H 2.2996 -3.3610 -2.2162  0.042
40 H 3.6575 -4.6245 -1.3566  0.044
41 N 2.8856 0.4706 2.2064  0.108
42 C 2.7665 1.4362 1.2720  -0.683
43 N 2.0774 1.2980 0.1471  -0.067
44 C 2.0423 2.5051 -0.5874  -0.322
45 C 2.7969 3.5109 0.0017  -0.335
46 S 3.5234 3.0038 1.4902  1.074
47 C 1.1054 2.6219 -1.6686  -0.320
48 C 0.7849 3.7554 -2.4047  -0.340
49 S -0.6298 3.5336 -3.3727  1.073
50 C -0.7568 1.8949 -2.7419  -0.681
51 N 0.2207 1.5468 -1.9099  -0.061
52 N -1.8023 1.1186 -3.0588  0.108
53 H 3.4074 0.7036 3.0415  0.110
54 H 2.3740 -0.4014 2.1208  0.084
55 H 2.8951 4.5070 -0.4163  0.081
56 H 1.3464 4.6820 -2.3618  0.081
57 H -2.4941 1.4919 -3.6901  0.108
58 H -1.9047 0.1846 -2.6516  0.108

Cartesian forces (eV/Å) of the 3 atoms listed first:
0.05 -0.17 0.57
0.36 0.12 0.43
-0.08 0.42 0.04

---

No. 2
Formula: C24H26F9NO22S
Source: the Open Molecules 2025 dataset
Level of theory: the ωB97M-V functional and the def2-TZVPD basis

## Properties
* total charge: 0
* molecular weight: 883.51 g/mol
* lowest unoccupied orbital energy: -0.06 eV
* total energy: -107131.9388 eV
* HOMO level: -9.61 eV

Each line ends with the Löwdin charge.
Positions of all 83 atoms, in Å:
1 C 1.7063 -2.0182 0.5990  -0.023
2 C 1.4868 -3.4640 0.3103  -0.366
3 C 0.1034 -3.9782 0.6594  0.004
4 N 2.4036 -4.1906 -0.1628  0.159
5 C 1.9805 -5.1083 -1.1625  -0.303
6 O 1.7433 -6.5054 -0.7626  -0.130
7 S 2.8144 -7.3827 -1.5786  0.600
8 O 2.4427 -8.6890 -1.9159  -0.193
9 O 4.0144 -7.3367 -0.8351  -0.208
10 O 2.8054 -6.4428 -2.8846  -0.113
11 C 3.0206 -5.1421 -2.2780  -0.172
12 C 3.0490 -3.9689 -3.2258  -0.652
13 F 2.7724 -2.8561 -2.6194  0.195
14 F 2.2558 -4.1097 -4.2597  0.199
15 F 4.2680 -3.8081 -3.7241  0.157
16 H 2.6559 -1.7339 0.1606  0.090
17 H 1.6826 -1.8091 1.6658  0.094
18 H 0.9128 -1.4704 0.1148  0.057
19 H -0.4815 -3.1767 1.0916  0.083
20 H 0.2384 -4.8037 1.3486  0.097
21 H -0.4393 -4.3135 -0.2244  0.079
22 H 1.0494 -4.8817 -1.6842  0.155
23 H 4.0519 -5.2239 -1.9394  0.159
24 C 0.9836 2.9465 1.4188  -0.060
25 C 0.6258 1.5143 1.7082  -0.303
26 O 1.7615 1.0492 2.4243  0.130
27 C 2.2869 2.1324 3.0658  -0.546
28 O 3.0694 2.0774 3.9498  0.186
29 O 1.7838 3.2892 2.5541  0.070
30 F 0.5052 0.7924 0.5542  0.050
31 H 1.5803 3.0460 0.5096  0.142
32 H 0.1131 3.5926 1.3454  0.125
33 H -0.2711 1.3882 2.3245  0.132
34 C -2.0906 5.4765 3.7069  -0.035
35 C -2.4551 4.9903 5.0860  -0.301
36 O -2.4954 3.5782 4.9092  0.154
37 C -1.6283 3.2855 3.9102  -0.519
38 O -1.2158 2.1957 3.6770  0.168
39 O -1.2865 4.3949 3.2158  0.064
40 F -3.6726 5.4250 5.4625  0.086
41 H -2.9666 5.5969 3.0686  0.147
42 H -1.5299 6.4072 3.7198  0.144
43 H -1.7275 5.2388 5.8604  0.182
44 C -6.8514 5.0540 8.3967  -0.052
45 C -7.1198 6.3692 9.0838  -0.318
46 O -5.8249 6.9321 9.1870  0.135
47 C -5.0962 6.4405 8.1400  -0.545
48 O -4.0691 6.8911 7.7687  0.178
49 O -5.7185 5.3688 7.5820  0.062
50 F -7.6251 6.1898 10.3280  0.077
51 H -6.5841 4.2687 9.1052  0.146
52 H -7.6872 4.7147 7.7898  0.140
53 H -7.7675 7.0478 8.5259  0.174
54 C 4.8698 -1.3953 -5.2943  -0.060
55 C 4.5368 0.0571 -5.1127  -0.313
56 O 5.4590 0.7017 -5.9745  0.136
57 C 5.7327 -0.1845 -6.9827  -0.540
58 O 6.2510 0.1025 -8.0043  0.188
59 O 5.3129 -1.4368 -6.6535  0.083
60 F 4.7626 0.4694 -3.8339  0.068
61 H 5.6782 -1.7192 -4.6375  0.148
62 H 4.0102 -2.0369 -5.1400  0.117
63 H 3.5116 0.3021 -5.3937  0.138
64 C -2.9609 -3.1944 -2.8706  -0.028
65 C -3.1103 -1.7116 -2.6357  -0.353
66 O -1.9299 -1.3963 -1.9144  0.135
67 C -0.9817 -2.2870 -2.3090  -0.548
68 O 0.1814 -2.1578 -2.1158  0.158
69 O -1.5379 -3.3374 -2.9602  0.079
70 F -4.1876 -1.4355 -1.8631  0.060
71 H -3.3342 -3.7829 -2.0312  0.141
72 H -3.4462 -3.5306 -3.7830  0.142
73 H -3.1517 -1.1082 -3.5441  -0.028
74 C 0.7917 0.5569 -3.5103  -0.022
75 C 0.5830 0.8104 -4.9841  -0.276
76 O -0.4542 -0.0936 -5.3081  0.177
77 C -1.1948 -0.2671 -4.1700  -0.414
78 O -2.2747 -0.7482 -4.1390  0.223
79 O -0.5235 0.1912 -3.0838  0.080
80 F 1.6925 0.4860 -5.7067  0.057
81 H 1.4764 -0.2738 -3.3265  0.140
82 H 1.1485 1.4340 -2.9763  0.150
83 H 0.2744 1.8271 -5.2302  0.180

Cartesian forces (eV/Å) of the 3 atoms listed first:
0.81 -0.58 0.34
-1.44 0.55 1.06
0.22 0.40 -0.68

---

No. 3
Formula: C24H26FN3O2
Source: the Open Molecules 2025 dataset
Level of theory: the ωB97M-V functional and the def2-TZVPD basis

## Properties
* energy above the lowest of the compared OMol25 structures with the same formula, charge and spin: 0.0 kcal/mol
* total charge: 0
* molecular weight: 407.49 g/mol
* SMILES: O=C(NCCc1c[nH]c2ccccc12)[C@@H]1CCC(=O)N(CCc2cccc(F)c2)C1
* lowest unoccupied orbital energy: 0.56 eV
* total energy: -36594.9061 eV
* HOMO level: -8.08 eV

Each line ends with the Löwdin charge.
Positions of all 56 atoms, in Å:
1 O -1.5071 -1.4772 1.4321  0.086
2 C -1.7912 -1.7156 0.2778  -0.475
3 N -3.0556 -1.9635 -0.1329  0.076
4 C -4.1912 -1.7962 0.7444  -0.165
5 C -4.8496 -0.4167 0.5674  -0.119
6 C -3.8532 0.6628 0.8336  -0.193
7 C -3.4860 1.1527 2.0528  -0.039
8 N -2.4820 2.0691 1.9123  0.096
9 C -2.1672 2.1836 0.5919  -0.221
10 C -1.2219 2.9770 -0.0466  -0.035
11 C -1.1276 2.8813 -1.4187  -0.106
12 C -1.9581 2.0214 -2.1442  -0.104
13 C -2.9004 1.2372 -1.5178  -0.037
14 C -3.0166 1.3058 -0.1288  -0.141
15 C -0.7376 -1.8182 -0.8232  -0.186
16 C 0.0734 -3.1157 -0.6390  -0.119
17 C 1.5753 -2.8557 -0.7711  -0.079
18 C 1.9825 -1.8468 0.2866  -0.463
19 O 2.8909 -2.0210 1.0734  0.068
20 N 1.1908 -0.7517 0.2856  -0.044
21 C 1.3347 0.2585 1.3033  -0.124
22 C 2.0455 1.5145 0.7701  -0.116
23 C 3.4103 1.1427 0.2699  -0.229
24 C 3.6159 0.8337 -1.0683  -0.051
25 C 4.8551 0.4141 -1.5188  -0.072
26 C 5.9173 0.3018 -0.6403  -0.015
27 C 5.7030 0.6190 0.6880  -0.265
28 F 6.7354 0.5331 1.5543  0.056
29 C 4.4725 1.0329 1.1566  0.037
30 C 0.1940 -0.5934 -0.7374  -0.102
31 H -3.2481 -2.0432 -1.1184  0.138
32 H -4.9144 -2.5929 0.5486  0.118
33 H -3.8116 -1.8898 1.7639  0.123
34 H -5.6861 -0.3407 1.2636  0.115
35 H -5.2365 -0.3234 -0.4495  0.111
36 H -3.8743 0.9096 3.0229  0.129
37 H -2.0286 2.5546 2.6671  0.158
38 H -0.5873 3.6468 0.5151  0.111
39 H -0.4033 3.4834 -1.9473  0.102
40 H -1.8555 1.9806 -3.2187  0.099
41 H -3.5433 0.5866 -2.0932  0.106
42 H -1.2229 -1.8043 -1.8032  0.138
43 H -0.2444 -3.8671 -1.3636  0.115
44 H -0.1121 -3.5139 0.3609  0.128
45 H 2.1407 -3.7732 -0.6102  0.123
46 H 1.8152 -2.4706 -1.7645  0.122
47 H 0.3424 0.5099 1.6880  0.115
48 H 1.9316 -0.1881 2.1015  0.129
49 H 2.1222 2.2389 1.5821  0.119
50 H 1.4530 1.9520 -0.0357  0.095
51 H 2.7959 0.9255 -1.7662  0.106
52 H 4.9967 0.1712 -2.5615  0.104
53 H 6.8915 -0.0254 -0.9664  0.114
54 H 4.3489 1.2570 2.2046  0.130
55 H 0.6730 -0.4508 -1.7152  0.128
56 H -0.3938 0.2980 -0.5174  0.106

Cartesian forces (eV/Å) of the 3 atoms listed first:
0.18 0.10 0.39
0.23 -0.15 -0.68
-0.47 -0.11 -0.18

---

The lowest molecular weight belongs to which entry?
C24H26FN3O2

---

Which formula does entry 2 have?
C24H26F9NO22S

---

What is the total energy in the third record?
-36594.9061 eV

---

Look up the molecular weight of the first one.
614.68 g/mol